Below is a molecular structure, C5H10N2O, with properties calculated with the ωB97M-V functional and the def2-TZVPD basis.

- LUMO energy (eV) = 0.8
- E_HOMO (eV) = -9.4244
- molecular weight (g/mol) = 114.15
- gap between HOMO and LUMO (eV) = 10.213
- spin multiplicity = 1

Structure (XYZ):
```
18
C5H10N2O | the OMol25 dataset | the ωB97M-V functional and the def2-TZVPD basis
C -1.880 -1.376 -0.190
C 0.094 -0.378 -0.889
C 1.492 -0.096 -0.150
C 1.623 -0.545 1.239
C -1.131 1.896 0.217
H -1.755 -2.535 0.338
H -1.762 -1.374 -1.497
H -3.095 -0.889 0.199
H 0.192 -1.383 -1.572
H -0.091 0.359 -1.690
H 2.575 -0.385 1.641
H 1.003 0.087 1.956
H 1.221 -1.563 1.360
H -0.136 2.087 -0.317
H -1.804 2.985 0.122
N -0.751 -0.454 0.242
N -1.654 0.726 0.347
O 2.412 0.462 -0.754
```

***

Below is 4 unconnected molecules or ions with the total composition C3H14O3S, with properties calculated with the ωB97M-V functional and the def2-TZVPD basis.

- structure (SMILES) = CCCS.O.O.O
- LUMO energy (eV) = 0.6
- E_HOMO (eV) = -8.7539
- molecular weight (g/mol) = 130.21
- gap between HOMO and LUMO (eV) = 9.329
- spin multiplicity = 1

Structure (XYZ):
```
21
C3H14O3S | the OMol25 dataset | the ωB97M-V functional and the def2-TZVPD basis
C -2.122 0.965 -1.485
C -0.747 1.626 -1.331
C 0.155 0.838 -0.395
S 1.761 1.668 -0.066
H -2.738 1.512 -2.195
H -2.697 0.916 -0.539
H -2.035 -0.028 -1.901
H -0.272 1.680 -2.308
H -0.998 2.602 -0.836
H 0.404 -0.123 -0.858
H -0.233 0.665 0.613
H 2.290 1.577 -1.307
O 1.413 -1.773 0.920
H 0.732 -1.371 1.484
H 2.294 -1.529 1.172
O -0.978 -2.777 -0.068
H -0.947 -3.741 -0.120
H -0.059 -2.494 0.083
O -1.034 -1.007 2.071
H -1.401 -1.567 1.360
H -1.612 -1.215 2.814
```

***

Below is a molecular structure, C34H33N3Pt, with properties calculated with the ωB97M-V functional and the def2-TZVPD basis.

- LUMO energy (eV) = 4.5
- E_HOMO (eV) = -0.6240
- molecular weight (g/mol) = 678.74
- charge = -2
- gap between HOMO and LUMO (eV) = 5.165
- spin multiplicity = 1

Structure (XYZ):
```
71
C34H33N3Pt | the OMol25 dataset | the ωB97M-V functional and the def2-TZVPD basis
Pt -1.172 0.191 1.753
C 3.849 4.578 -1.451
C 4.239 3.219 -0.945
C 5.374 2.574 -1.419
C 5.723 1.312 -0.956
C 4.926 0.701 0.003
C 3.785 1.318 0.504
C 2.948 0.672 1.568
C 3.420 2.591 0.011
N 2.332 3.266 0.533
C 1.090 2.862 0.352
C 0.780 1.858 -0.741
C -1.391 3.057 0.746
C -2.185 4.291 0.347
N -1.912 1.865 0.771
C -3.248 1.670 0.307
C -3.503 1.428 -1.043
C -2.382 1.306 -2.032
C -4.821 1.275 -1.466
C -5.877 1.346 -0.571
C -5.609 1.551 0.776
C -4.307 1.708 1.232
C -3.993 1.823 2.703
H 4.594 4.966 -2.149
H 3.735 5.281 -0.622
H 2.878 4.550 -1.952
H 5.987 3.071 -2.166
H 6.608 0.812 -1.334
H 5.195 -0.280 0.383
H 3.487 -0.145 2.050
H 1.999 0.269 1.196
H 2.664 1.413 2.320
H 1.692 1.522 -1.231
H 0.136 2.316 -1.494
H 0.264 0.985 -0.332
H -2.045 5.053 1.114
H -3.252 4.106 0.212
H -1.769 4.702 -0.577
H -1.593 0.656 -1.646
H -1.925 2.277 -2.241
H -2.754 0.896 -2.973
H -5.013 1.084 -2.517
H -6.898 1.224 -0.915
H -6.420 1.581 1.496
H -4.886 1.831 3.326
H -3.395 2.713 2.904
H -3.328 0.964 2.915
N 1.605 -5.550 5.559
C 1.171 -4.660 4.962
C 0.632 -3.566 4.225
C -0.433 -3.755 3.336
C -0.948 -2.684 2.633
C -0.460 -1.353 2.749
C 0.625 -1.221 3.660
C 1.158 -2.275 4.375
H -0.847 -4.750 3.209
H -1.774 -2.861 1.953
H 1.060 -0.237 3.800
H 1.987 -2.112 5.055
C 0.011 3.378 1.108
C 0.196 4.285 2.231
C -0.795 4.338 3.236
C -0.718 5.190 4.323
C 0.377 6.032 4.484
C 1.384 5.980 3.526
C 1.308 5.136 2.430
H -1.622 3.640 3.175
H -1.509 5.170 5.065
H 0.456 6.691 5.341
H 2.259 6.614 3.631
H 2.109 5.110 1.710
```

***

Below is a molecular structure, C4H3O2Tl, with properties calculated with the ωB97M-V functional and the def2-TZVPD basis.

- LUMO energy (alpha / beta) (eV) = -23.0 / -23.8
- E_HOMO (alpha / beta) (eV) = -30.4070 / -29.8291
- molecular weight (g/mol) = 287.45
- charge = +4
- gap between HOMO and LUMO (alpha / beta) (eV) = 7.396 / 6.038
- spin multiplicity = 1

Structure (XYZ):
```
10
C4H3O2Tl | the OMol25 dataset | the ωB97M-V functional and the def2-TZVPD basis
H 0.174 -0.866 0.422
O -2.668 -1.225 0.204
C -1.775 -0.432 -0.066
C -1.517 0.761 -0.677
C -0.176 1.180 -0.754
C 0.953 0.780 -0.399
O 1.344 -0.278 0.224
Tl 3.124 -0.664 0.998
H -3.381 -0.911 0.806
H -2.313 1.513 -0.565
```

***

- Which value of spin multiplicity does entry 2 give?
  1

***

Repeat the first record exactly.
Below is a molecular structure, C5H10N2O, with properties calculated with the ωB97M-V functional and the def2-TZVPD basis.

- LUMO energy (eV) = 0.8
- E_HOMO (eV) = -9.4244
- molecular weight (g/mol) = 114.15
- gap between HOMO and LUMO (eV) = 10.213
- spin multiplicity = 1

Structure (XYZ):
```
18
C5H10N2O | the OMol25 dataset | the ωB97M-V functional and the def2-TZVPD basis
C -1.880 -1.376 -0.190
C 0.094 -0.378 -0.889
C 1.492 -0.096 -0.150
C 1.623 -0.545 1.239
C -1.131 1.896 0.217
H -1.755 -2.535 0.338
H -1.762 -1.374 -1.497
H -3.095 -0.889 0.199
H 0.192 -1.383 -1.572
H -0.091 0.359 -1.690
H 2.575 -0.385 1.641
H 1.003 0.087 1.956
H 1.221 -1.563 1.360
H -0.136 2.087 -0.317
H -1.804 2.985 0.122
N -0.751 -0.454 0.242
N -1.654 0.726 0.347
O 2.412 0.462 -0.754
```

***

- Which of these has the lowest molecular weight?
  C5H10N2O